{
  "formula": "C56H55BiBrN3OP3Si",
  "method": "ωB97M-V with the def2-TZVPD basis set",
  "homo_energy_ha": -0.362,
  "e_lumo_ev": -2.0,
  "homo_lumo_gap_ev": 7.88,
  "relative_energy_ev": 0.334,
  "charge": 1,
  "molar_mass_g_mol": 1195.97,
  "elements": ["Bi", "C", "P", "C", "C", "C", "C", "C", "C", "C", "C", "C", "C", "C", "C", "C", "C", "C", "C", "C", "P", "C", "C", "C", "C", "C", "C", "C", "C", "C", "C", "C", "C", "N", "H", "H", "H", "H", "H", "H", "H", "H", "H", "H", "H", "H", "H", "H", "H", "H", "H", "H", "H", "H", "H", "H", "H", "H", "H", "H", "N", "C", "C", "C", "C", "C", "C", "P", "C", "C", "C", "C", "C", "C", "C", "C", "C", "C", "C", "C", "H", "H", "H", "H", "H", "H", "H", "H", "H", "H", "H", "H", "H", "H", "H", "H", "Br", "C", "C", "C", "C", "N", "C", "H", "H", "H", "H", "C", "Si", "C", "C", "O", "H", "H", "H", "H", "H", "H", "H", "H", "H"],
  "xyz": [[-0.424022, 0.270298, -0.560562], [-2.243911, 3.072749, -1.411298], [-0.418118, 2.955354, -1.245509], [0.320811, 3.509546, -2.798149], [1.121643, 2.643000, -3.531442], [1.705046, 3.062919, -4.718190], [1.481953, 4.352568, -5.176039], [0.683585, 5.225604, -4.446086], [0.109668, 4.809761, -3.256347], [0.116567, 4.193342, -0.042263], [1.490692, 4.421906, 0.054571], [1.975724, 5.407270, 0.897415], [1.091240, 6.166193, 1.655046], [-0.271071, 5.921134, 1.583832], [-0.762644, 4.935255, 0.738452], [-2.815205, 2.414335, -0.192701], [-3.807458, 2.779425, 0.683879], [-3.741995, 1.878300, 1.783066], [-2.718196, 0.997985, 1.526890], [-1.980933, 0.035488, 2.402350], [-0.294517, 0.792323, 2.671409], [0.609727, -0.429957, 3.685371], [0.597178, -0.455768, 5.079790], [1.329107, -1.412521, 5.768519], [2.080005, -2.353120, 5.076862], [2.107851, -2.330698, 3.690642], [1.387333, -1.365985, 3.003388], [-0.631873, 2.154185, 3.825062], [-1.659811, 2.122240, 4.768225], [-1.818334, 3.159426, 5.671590], [-0.943444, 4.237888, 5.650769], [0.075397, 4.283872, 4.713496], [0.221513, 3.254332, 3.792876], [-2.166847, 1.313986, 0.309574], [-2.486224, 2.556264, -2.343469], [-2.569856, 4.110114, -1.499694], [1.276584, 1.633535, -3.177043], [2.330671, 2.384240, -5.283963], [1.933087, 4.682540, -6.102298], [0.514187, 6.232552, -4.803101], [-0.495213, 5.499383, -2.678681], [2.179924, 3.845328, -0.554185], [3.040282, 5.592906, 0.954769], [1.469063, 6.946303, 2.303235], [-0.959940, 6.495166, 2.189249], [-1.826800, 4.743032, 0.705712], [-4.492437, 3.603841, 0.562730], [-4.349855, 1.901948, 2.673592], [-1.814071, -0.937093, 1.920516], [-2.516633, -0.158944, 3.330652], [0.021576, 0.275009, 5.632518], [1.312578, -1.421050, 6.850671], [2.646300, -3.099965, 5.617977], [2.682083, -3.067634, 3.142592], [1.423010, -1.347674, 1.918180], [-2.338683, 1.280177, 4.809523], [-2.618752, 3.124448, 6.398894], [-1.061857, 5.042877, 6.364209], [0.752752, 5.126641, 4.688411], [1.004142, 3.307329, 3.042040], [-2.609865, -1.407993, -0.731371], [-2.923937, -2.795478, -0.514671], [-4.245866, -3.226327, -0.575816], [-4.555815, -4.562821, -0.396676], [-3.544295, -5.485473, -0.159943], [-2.232752, -5.055626, -0.075501], [-1.903455, -3.707609, -0.239795], [-0.219670, -3.083671, 0.066486], [0.736967, -3.490595, -1.430874], [2.012397, -2.928669, -1.522757], [2.828124, -3.195152, -2.611984], [2.365378, -4.011078, -3.636495], [1.091314, -4.556346, -3.565144], [0.280946, -4.302498, -2.465942], [0.384504, -4.286196, 1.300738], [-0.279026, -4.312409, 2.528738], [0.152847, -5.144558, 3.545994], [1.269514, -5.950078, 3.356685], [1.936757, -5.928000, 2.141956], [1.493753, -5.103999, 1.112963], [-3.347195, -0.809267, -0.367177], [-2.554202, -1.216735, -1.730057], [-5.029626, -2.504673, -0.773563], [-5.587062, -4.886182, -0.444974], [-3.780927, -6.532450, -0.027317], [-1.448126, -5.768725, 0.148376], [2.373007, -2.288626, -0.722554], [3.819962, -2.762988, -2.665665], [2.995538, -4.215893, -4.491891], [0.727024, -5.187894, -4.364826], [-0.707048, -4.743999, -2.412983], [-1.141167, -3.673015, 2.690514], [-0.372815, -5.155458, 4.491803], [1.613542, -6.596564, 4.153211], [2.800336, -6.561255, 1.984950], [2.015531, -5.110148, 0.164323], [5.449070, -0.050441, -3.276355], [4.547139, 0.391408, -1.682498], [5.241546, 0.798420, -0.555349], [4.514411, 1.105932, 0.583545], [3.133177, 1.000596, 0.546273], [2.471342, 0.607132, -0.542717], [3.166459, 0.303350, -1.636852], [6.320495, 0.869764, -0.570093], [5.010874, 1.420914, 1.490577], [2.527098, 1.233478, 1.414918], [2.614281, -0.040250, -2.505335], [-2.248278, -1.846353, -4.094081], [-1.140293, -0.334141, -4.061041], [-1.822501, 0.971278, -5.206569], [0.577415, -0.852912, -4.591148], [-1.107484, 0.294014, -2.538314], [-2.264419, -2.258458, -5.106473], [-3.283477, -1.611925, -3.830915], [-1.893767, -2.642445, -3.432694], [-1.834826, 0.621289, -6.241358], [-1.218067, 1.880489, -5.168835], [-2.847650, 1.235145, -4.936222], [0.534281, -1.419574, -5.524955], [1.042500, -1.504938, -3.845549], [1.233499, 0.002806, -4.764193]],
  "atomic_forces_ev_per_a": [[0.00, 0.09, 0.03], [0.02, 0.03, -0.02], [0.00, -0.08, -0.02], [-0.01, -0.01, 0.00], [0.00, 0.01, -0.02], [0.01, 0.00, -0.01], [0.00, 0.00, 0.01], [0.00, 0.00, 0.01], [-0.02, 0.00, -0.01], [0.03, 0.02, -0.02], [0.03, 0.01, 0.01], [-0.01, -0.03, 0.01], [0.00, -0.01, 0.03], [0.01, 0.01, 0.01], [-0.03, -0.01, 0.03], [0.01, 0.01, -0.02], [-0.02, 0.00, -0.02], [-0.04, -0.04, 0.01], [-0.01, -0.02, 0.04], [0.01, -0.02, 0.05], [0.01, -0.19, -0.02], [0.02, 0.03, 0.03], [-0.03, -0.05, -0.02], [-0.03, 0.03, 0.01], [0.01, 0.01, -0.01], [0.02, 0.02, 0.01], [0.03, 0.01, -0.02], [0.00, 0.06, 0.01], [0.02, -0.01, -0.03], [0.00, 0.01, 0.02], [-0.01, 0.02, 0.02], [0.01, -0.01, -0.07], [-0.01, -0.03, 0.04], [0.07, 0.07, 0.00], [0.00, -0.01, 0.00], [0.02, 0.01, 0.02], [-0.01, -0.01, 0.01], [0.00, 0.00, 0.00], [0.00, 0.00, -0.01], [0.00, 0.00, 0.00], [0.00, 0.00, 0.00], [0.00, 0.01, 0.00], [0.00, 0.00, 0.00], [-0.01, 0.00, 0.01], [0.00, 0.01, 0.00], [-0.02, -0.01, -0.02], [0.00, 0.02, 0.00], [-0.01, 0.00, 0.01], [-0.02, 0.00, -0.02], [0.03, 0.00, 0.00], [0.00, 0.02, 0.00], [0.00, 0.00, 0.00], [0.00, 0.00, 0.00], [0.01, 0.00, 0.00], [-0.01, 0.01, 0.01], [-0.01, 0.02, 0.00], [-0.01, 0.00, 0.00], [0.00, 0.00, 0.00], [0.02, 0.03, 0.00], [-0.01, 0.00, 0.01], [0.00, 0.02, -0.08], [-0.02, -0.03, 0.05], [0.01, -0.01, -0.02], [0.00, 0.01, 0.01], [0.00, 0.01, -0.02], [0.00, -0.02, 0.00], [-0.03, 0.01, 0.00], [0.04, 0.04, 0.09], [-0.02, 0.01, -0.03], [0.01, -0.01, 0.01], [0.02, -0.02, 0.01], [0.00, 0.00, 0.00], [0.00, 0.01, 0.01], [0.00, 0.00, 0.00], [0.02, -0.03, -0.01], [0.00, 0.00, 0.02], [-0.01, -0.01, -0.02], [-0.01, -0.01, -0.01], [0.00, -0.01, 0.01], [0.00, 0.02, 0.01], [0.02, -0.01, 0.01], [-0.03, 0.01, 0.02], [0.00, 0.00, 0.00], [0.00, 0.00, 0.00], [0.00, 0.00, 0.00], [-0.01, 0.01, 0.00], [0.00, -0.01, 0.00], [0.00, 0.00, 0.00], [0.00, 0.00, 0.00], [0.00, 0.00, 0.00], [0.00, 0.00, 0.00], [0.01, 0.00, 0.00], [0.00, 0.00, 0.01], [0.00, 0.00, 0.00], [0.00, 0.00, 0.00], [0.00, 0.02, -0.01], [-0.01, 0.00, 0.00], [0.02, 0.00, 0.01], [-0.01, 0.01, 0.00], [0.00, -0.01, -0.01], [-0.01, 0.02, 0.00], [-0.01, 0.03, -0.04], [0.05, -0.02, 0.01], [0.00, 0.00, 0.00], [0.00, 0.00, 0.00], [0.01, 0.00, 0.00], [-0.02, 0.01, 0.00], [0.02, 0.00, -0.04], [0.02, 0.00, -0.01], [0.01, -0.03, 0.02], [-0.01, -0.03, -0.01], [-0.08, 0.02, -0.03], [-0.02, -0.02, 0.00], [-0.01, 0.01, 0.00], [0.01, 0.01, 0.01], [0.00, -0.01, -0.01], [0.01, 0.01, 0.00], [0.00, 0.00, 0.01], [0.00, 0.01, 0.00], [-0.03, 0.01, 0.00], [0.01, 0.01, 0.00]]
}